No. 1
166
Properties=species:S:1:pos:R:3:lowdin_charge:R:1 method="wB97M-V/def2-TZVPD" spin_multiplicity=1 homo_lumo_gap_ev=0.604 total_charge=+4 e_above_lowest_ev=34.037
O -2.351 -0.989 -3.895 -0.089
O -4.040 -2.166 -3.407 -0.122
O -4.257 -0.705 -4.925 -0.085
N 5.685 -7.073 -0.354 -0.210
N 2.446 3.499 -4.314 -0.228
N -7.878 2.139 -6.612 -0.296
N 0.312 8.084 13.403 -0.194
N -4.074 -9.508 -4.060 -0.264
N -3.530 -1.252 -4.117 -0.689
C -0.288 7.351 14.415 -0.160
C 3.731 -4.981 2.206 -0.109
C -7.122 2.172 -5.361 -0.097
C 3.838 3.764 -3.612 -0.086
C -1.764 -9.975 -3.692 -0.128
C 1.423 3.238 -6.479 -0.137
C 5.171 -9.435 -0.442 -0.145
C -1.518 9.399 14.364 -0.197
C 0.189 4.275 -1.203 -0.093
C -4.908 3.151 -8.816 -0.091
C 1.028 3.385 -2.119 -0.210
C 5.398 4.715 -1.062 -0.118
C 7.329 -5.192 -0.558 -0.224
C 5.228 5.395 -2.387 -0.249
C 4.519 -6.190 0.087 -0.042
C -5.217 -9.881 -3.206 0.006
C -7.064 2.121 -7.840 -0.130
C 4.900 -5.595 1.515 -0.186
C -4.609 -8.284 -4.843 -0.103
C -8.852 3.289 -6.779 0.023
C 1.271 4.027 -3.530 -0.124
C 2.308 4.163 -5.658 -0.092
C -2.915 -9.043 -3.250 -0.087
C -1.520 8.080 14.950 -0.151
C -0.312 7.972 11.970 -0.109
C 3.861 5.131 -3.012 -0.199
C 2.286 2.045 -4.647 -0.123
C -0.307 6.620 11.380 -0.067
C -9.024 0.662 -4.982 -0.086
C 5.624 -8.414 0.502 -0.073
C -3.590 -7.596 -5.820 -0.204
C -0.077 9.708 13.865 0.070
C -8.795 0.884 -6.552 -0.024
C 2.678 8.592 12.176 -0.200
C 4.175 8.199 12.375 -0.078
C -6.085 3.294 -7.820 -0.227
C -3.672 -10.621 -5.005 -0.054
C 7.013 -6.605 -0.129 -0.235
C -2.173 -10.409 -5.081 -0.147
C -1.057 6.147 10.203 -0.176
C -8.214 1.792 -4.285 -0.111
C 5.837 -8.952 -1.712 -0.178
C 8.676 -4.947 0.006 -0.075
C -0.761 5.649 8.882 -0.140
C 5.506 -7.537 -1.827 -0.074
C 1.158 2.030 -5.618 -0.166
C -4.299 -6.370 -6.417 -0.083
C 4.777 -3.989 1.825 -0.144
C 1.759 8.001 13.364 -0.156
H 3.328 4.288 -6.063 0.149
H -0.331 4.226 8.719 0.204
H 5.590 9.553 -11.274 -0.160
H 3.169 1.620 -5.069 0.133
H -6.091 -10.133 -3.830 0.133
H 3.934 -3.297 1.317 0.175
H 2.564 9.687 12.287 0.105
H 2.069 6.997 13.573 0.122
H -6.577 4.176 -8.151 0.100
H -4.236 2.265 -8.562 0.097
H -5.167 -6.739 -6.873 0.062
H -1.622 -11.254 -5.399 0.118
H -1.828 5.451 8.507 0.081
H 4.696 5.136 -0.286 0.099
H 1.958 2.918 -7.356 0.120
H -2.725 -8.010 -3.367 0.108
H 0.043 5.718 8.204 0.013
H 4.397 -5.345 -0.650 0.161
H -9.397 3.225 -7.705 0.109
H 2.044 3.225 -1.597 0.133
H -8.251 4.255 -6.788 0.128
H 0.384 8.361 11.319 0.070
H -1.742 10.199 15.066 0.131
H 5.037 -8.308 1.389 0.131
H 0.152 3.844 -0.162 0.098
H 5.494 -9.438 -2.620 0.136
H 3.587 -5.043 3.298 0.148
H 0.497 3.641 -6.855 0.124
H 1.357 5.141 -3.590 0.139
H 3.626 -6.777 0.145 0.133
H 5.392 3.627 -1.055 0.065
H -8.618 -0.286 -4.686 0.108
H -4.970 -7.545 -4.149 0.138
H 0.434 3.818 -4.214 0.128
H 5.553 -10.470 -0.202 0.167
H -8.409 0.063 -7.111 0.122
H 6.007 -5.753 1.708 0.148
H -4.421 -5.463 -5.783 0.105
H 5.636 -4.286 0.913 0.152
H -4.302 4.107 -8.731 0.094
H 1.812 5.100 -5.527 0.122
H 3.102 5.333 -2.259 0.109
H 7.305 -6.608 0.949 0.135
H -0.878 4.270 -1.562 0.098
H 6.262 -6.883 -2.394 0.163
H -4.907 -10.648 -2.564 0.098
H -9.487 3.435 -5.888 0.116
H -9.707 1.207 -7.042 0.118
H -2.439 7.481 14.674 0.149
H -10.048 0.696 -4.671 0.107
H 8.657 -4.733 1.073 0.105
H -7.666 1.562 -3.390 0.117
H 0.189 2.099 -5.106 0.124
H 4.155 -9.542 -0.613 0.104
H -1.672 -10.819 -3.048 0.109
H -5.606 3.373 -6.898 0.079
H 8.989 -4.002 -0.409 0.096
H -2.661 -7.315 -5.227 0.127
H -0.796 -9.504 -3.601 0.117
H 5.098 6.427 -2.158 0.108
H -2.263 9.391 13.590 0.108
H 0.517 7.345 15.130 0.140
H 2.335 8.419 11.127 0.108
H 0.556 2.474 -2.279 0.080
H 4.510 -7.218 -2.104 0.134
H -1.259 8.536 11.781 0.157
H 7.728 -7.406 -0.555 0.181
H 1.174 1.095 -6.209 0.143
H -6.631 3.153 -5.183 0.144
H 7.300 -5.116 -1.644 0.129
H 6.080 5.155 -2.988 0.115
H 4.514 3.641 -4.484 0.142
H -5.383 -8.734 -5.435 0.127
H 0.056 2.690 13.251 -0.236
H 6.642 -4.458 -0.029 0.093
H -3.707 -5.877 -7.175 0.078
H 6.366 4.946 -0.601 0.080
H -4.072 -10.373 -5.967 0.126
H 5.083 -3.411 2.806 0.179
H -8.837 2.635 -4.114 0.087
H -5.269 3.014 -9.863 0.086
H 0.571 5.283 -1.214 0.065
H 6.667 -8.721 0.819 0.164
H 3.961 2.851 -2.978 0.137
H 0.611 5.925 11.484 0.125
H -1.424 8.169 16.066 0.146
H 6.958 -9.099 -1.817 0.157
H 4.523 8.598 13.346 0.088
H 0.054 10.261 12.976 0.112
H -0.615 6.402 14.069 0.127
H 9.313 -5.671 -0.366 0.075
H 3.736 5.879 -3.868 0.154
H -5.559 -9.073 -2.581 0.112
H 4.786 8.743 11.675 0.072
H 2.063 1.461 -3.694 0.158
H -3.222 -9.200 -2.193 0.144
H -6.531 1.197 -7.874 0.135
H 4.093 7.109 12.303 0.084
H -1.345 -4.707 14.444 -0.055
H 0.442 9.951 14.762 0.124
H 2.881 -4.870 1.528 0.131
H -3.411 -8.310 -6.637 0.109
H -6.349 1.408 -5.435 0.143
H -7.777 2.120 -8.638 0.136
H -3.907 -11.623 -4.721 0.141
H -2.044 5.599 10.211 0.110
H -1.921 -9.556 -5.723 0.110
H 2.186 8.386 14.288 0.132

---

No. 2
164
Properties=species:S:1:pos:R:3:lowdin_charge:R:1 method="wB97M-V/def2-TZVPD" spin_multiplicity=1 homo_lumo_gap_ev=9.187 total_charge=+2 e_above_lowest_ev=24.540
P -5.780 2.779 20.228 1.197
P -1.216 4.057 20.442 1.094
P -6.936 8.113 20.086 1.088
O -3.444 4.186 19.832 -0.626
C 3.057 4.719 21.128 -0.242
C -5.681 4.005 22.980 -0.198
C -7.950 8.197 24.271 -0.230
C -6.538 3.429 18.665 -0.332
C 3.239 4.855 22.654 -0.106
C -1.624 5.802 20.562 -0.227
C -7.484 8.666 22.838 -0.148
C -7.117 4.923 16.709 -0.197
C -6.383 6.802 19.037 -0.306
C -5.459 4.172 21.495 -0.231
C -3.504 6.685 23.946 -0.111
C -4.023 5.124 18.878 -0.170
C -7.028 2.363 17.785 -0.192
C -11.047 7.585 18.873 -0.241
C -10.713 1.791 22.192 -0.135
C -8.480 2.197 21.188 -0.210
C -1.956 1.542 21.729 -0.240
C -8.741 8.478 19.434 -0.215
C -5.879 6.458 23.559 -0.164
C -1.316 3.219 18.741 -0.231
C -2.871 -1.441 18.682 -0.065
C -9.168 7.224 24.383 -0.077
C -4.226 0.617 19.259 -0.222
C -2.841 -0.060 19.379 -0.238
C -3.676 8.489 21.013 -0.279
C -6.036 7.041 17.543 -0.195
C -0.473 4.294 15.115 -0.128
C -7.077 7.511 21.806 -0.308
C -1.878 6.245 22.070 -0.206
C -2.177 3.090 21.628 -0.238
C -4.240 9.106 19.710 -0.167
C -6.968 6.468 16.469 -0.142
C -0.905 3.236 16.166 -0.202
C -2.266 8.729 21.160 -0.084
C -4.147 1.930 19.937 -0.284
C -7.580 2.851 16.414 -0.305
C -0.676 3.919 17.592 -0.252
C 1.591 5.053 20.629 -0.207
C -9.415 1.155 21.930 -0.253
C -7.754 1.768 15.354 -0.060
C -9.831 7.482 19.836 -0.264
C -5.713 9.569 19.855 -0.201
C -2.882 0.807 22.687 -0.256
C -2.431 0.960 24.116 -0.078
C -5.130 5.136 23.850 -0.204
C -3.280 6.340 22.417 -0.265
C 0.531 3.979 21.106 -0.239
C -12.161 6.704 19.443 -0.097
C -7.046 1.624 20.965 -0.253
H -9.537 7.117 25.403 0.082
H -2.914 -0.243 22.395 0.120
H -0.301 2.346 15.988 0.110
H -3.918 1.099 22.519 0.095
H -3.508 2.628 19.397 0.053
H -11.383 8.620 18.942 0.111
H -4.506 7.056 24.164 0.039
H -3.664 7.216 21.894 -0.022
H -2.718 -0.059 20.462 0.060
H 3.356 3.701 20.879 0.097
H -0.968 6.422 19.951 0.093
H -2.779 7.426 24.284 0.109
H -2.085 0.631 19.006 0.092
H -9.495 0.220 21.376 0.118
H -2.128 9.810 21.160 0.115
H -6.426 6.510 15.524 0.121
H 4.205 4.533 23.043 0.076
H -6.961 6.367 23.470 0.071
H -6.665 3.620 23.246 0.104
H -7.204 6.091 19.130 0.081
H -2.369 3.288 18.468 0.068
H -7.488 4.499 15.776 0.093
H -5.512 6.368 19.526 0.016
H -5.788 4.000 18.117 0.032
H -6.137 7.016 22.048 -0.037
H -13.141 6.717 18.967 0.080
H -10.761 2.681 22.819 0.079
H -8.572 1.072 15.540 0.081
H -2.508 5.993 19.954 0.042
H -6.181 1.689 17.654 0.106
H -8.286 9.067 24.835 0.113
H -2.900 0.346 24.885 0.085
H -7.104 7.789 24.825 0.072
H -4.441 0.653 18.191 0.107
H -0.900 1.328 21.897 0.127
H -6.151 4.443 16.863 0.082
H -8.950 0.834 22.862 0.111
H -10.037 7.537 23.804 0.070
H -3.506 -2.146 19.218 0.078
H -9.047 9.502 19.644 0.098
H -3.717 1.874 20.938 0.030
H -5.222 4.899 24.910 0.145
H -9.456 6.488 19.591 0.095
H -8.450 3.489 16.569 0.118
H -4.273 8.840 21.855 0.143
H -6.761 1.376 15.134 0.081
H -10.193 7.521 20.864 0.106
H -4.969 -0.051 19.696 0.113
H -1.363 0.742 24.120 0.084
H -3.913 5.504 22.122 0.085
H -6.922 3.616 16.002 0.026
H -8.922 6.233 24.000 0.056
H -6.636 9.338 22.974 0.106
H -2.544 2.023 24.328 0.066
H -5.900 5.128 21.213 0.077
H -5.803 8.087 17.343 0.107
H -3.296 5.881 18.588 0.094
H 1.554 5.132 19.542 0.087
H -7.000 0.813 20.238 0.078
H -4.085 5.303 23.587 0.018
H 3.044 5.893 22.922 0.071
H -7.978 2.243 14.398 0.075
H -0.942 2.202 18.629 0.101
H -11.921 5.645 19.533 0.070
H 2.544 4.256 23.242 0.060
H -10.650 7.481 17.863 0.106
H -7.769 1.816 18.368 0.110
H -1.955 8.455 22.169 0.084
H -5.807 7.132 24.413 0.094
H -2.219 3.488 22.642 0.105
H -5.087 6.518 17.426 0.092
H -8.417 3.138 21.734 0.092
H -1.035 4.948 17.617 0.102
H -1.938 3.117 15.841 0.098
H -3.705 10.010 19.418 0.121
H -5.522 6.893 22.625 0.032
H -6.224 9.934 18.964 0.083
H -1.459 7.244 22.187 0.070
H -2.109 1.041 20.773 0.027
H -4.902 5.664 19.233 -0.007
H -6.595 1.207 21.865 0.094
H -7.714 4.857 17.619 0.083
H -11.209 2.061 21.259 0.080
H -4.468 4.551 18.064 0.073
H -3.810 7.412 21.117 0.041
H -3.143 -1.359 17.629 0.078
H -7.804 6.699 21.810 0.102
H -5.982 10.250 20.663 0.091
H -5.158 3.092 23.263 0.100
H -8.256 9.299 22.401 0.107
H 1.394 6.067 20.975 0.097
H -8.574 8.354 18.364 0.072
H 0.444 4.809 15.399 0.070
H -3.211 3.149 21.289 0.027
H -12.337 7.044 20.463 0.074
H 0.410 3.974 17.672 0.105
H -7.372 4.060 18.971 0.084
H 0.900 2.981 20.873 0.092
H -11.379 1.109 22.720 0.084
H -8.920 2.490 20.235 0.096
H -1.922 -1.972 18.760 0.073
H -1.329 5.614 22.769 0.117
H -4.422 4.419 21.269 0.029
H -3.279 5.880 24.645 0.106
H -4.163 8.516 18.797 0.098
H -7.946 6.950 16.481 0.106
H -1.680 8.285 20.356 0.104
H -1.123 5.166 15.036 0.066
H -0.422 3.881 14.108 0.076
H 3.818 5.266 20.570 0.104
H 0.414 4.059 22.186 0.077